The following is a quantum chemistry calculation of a 2-piece molecular cluster, C3H9N2O overall at a distorted geometry, from the Open Molecules 2025 dataset.

Output
- energy above the lowest of the compared OMol25 structures with the same formula, charge and spin (kcal/mol) = 117.8
- net charge = -1
- calculated total energy (Eh) = -304.2782
- multiplicity = 1
- gap between HOMO and LUMO (alpha / beta) (eV) = 5.2 / 6.7

Element x y z (Å)
C 2.02 -1.11 0.26
C 0.93 -0.26 0.93
C -0.27 -0.32 0.06
N -2.79 1.19 -0.91
N -1.72 1.90 -0.04
O -1.05 2.70 -0.79
H 2.34 -0.62 -0.59
H 2.88 -1.18 1.01
H 1.72 -2.18 0.08
H 1.24 0.78 0.97
H 0.82 -0.73 1.94
H 0.12 -0.29 -0.97
H -1.16 -1.09 0.25
H -2.85 0.28 -0.47
H -2.23 0.94 -1.73

***

The following is a quantum chemistry calculation of CHCaF3MgNO3S2 as an isolated structure at a distorted geometry, from the Open Molecules 2025 dataset.

Output
- energy above the lowest of the compared OMol25 structures with the same formula, charge and spin (kcal/mol) = 0.0
- net charge = +1
- calculated total energy (Eh) = -2292.5678
- multiplicity = 1
- gap between HOMO and LUMO (eV) = 5.0

Element x y z (Å)
Mg 3.24 -0.15 2.82
N 1.81 1.13 0.06
S 3.36 1.80 0.50
O 4.09 0.60 1.32
S 0.81 1.00 1.21
O 1.28 0.22 2.48
O -0.45 0.28 0.84
C 0.22 2.64 1.98
F 1.12 3.09 2.83
F 0.06 3.50 0.99
F -0.92 2.44 2.60
Ca -0.46 -1.37 2.23
H -0.35 -3.38 1.58

***

The following is a quantum chemistry calculation of C48H56N9O3Ru as an isolated structure at a distorted geometry, from the Open Molecules 2025 dataset.

Output
- net charge = +3
- calculated total energy (Eh) = -2675.1133
- multiplicity = 5
- gap between HOMO and LUMO (alpha / beta) (eV) = 3.4 / 3.0

Element x y z (Å)
Ru 1.18 0.74 -1.06
C -3.61 1.95 4.80
C -2.21 1.35 4.60
C -1.23 2.07 5.54
C -2.26 -0.15 4.97
C -1.73 1.46 3.17
C -0.44 1.05 2.82
C 0.00 1.09 1.50
N 1.19 0.71 0.93
C 2.33 0.19 1.46
C 2.61 -0.29 2.74
C 3.89 -0.70 3.09
C 4.93 -0.58 2.14
C 4.73 -0.21 0.84
C 3.38 0.10 0.44
O 3.04 0.33 -0.76
C 5.84 -0.04 -0.18
C 7.22 -0.36 0.41
C 5.82 1.43 -0.63
C 5.59 -0.94 -1.40
C 4.23 -1.28 4.44
C 4.92 -2.65 4.23
C 3.02 -1.47 5.35
C 5.22 -0.33 5.15
C -0.93 1.60 0.49
O -0.53 1.62 -0.73
C -2.24 2.03 0.84
C -2.60 1.93 2.17
C -3.13 2.59 -0.25
C -2.42 3.77 -0.91
C -3.41 1.50 -1.30
C -4.48 3.08 0.30
H -3.88 1.87 5.85
H -4.37 1.42 4.23
H -3.62 3.01 4.54
H -1.64 2.06 6.55
H -1.10 3.10 5.23
H -0.26 1.59 5.57
H -2.57 -0.24 6.01
H -1.29 -0.62 4.86
H -2.98 -0.67 4.35
H 0.23 0.74 3.60
H 1.82 -0.39 3.47
H 5.92 -0.84 2.46
H 7.46 0.30 1.24
H 7.97 -0.20 -0.36
H 7.28 -1.40 0.72
H 6.01 2.09 0.21
H 4.86 1.69 -1.08
H 6.60 1.60 -1.38
H 5.53 -1.98 -1.11
H 6.42 -0.82 -2.10
H 4.68 -0.66 -1.92
H 4.25 -3.32 3.70
H 5.15 -3.08 5.20
H 5.84 -2.56 3.67
H 2.28 -2.13 4.89
H 2.55 -0.52 5.60
H 3.34 -1.94 6.28
H 6.15 -0.23 4.59
H 5.46 -0.73 6.13
H 4.78 0.65 5.27
H -3.58 2.24 2.45
H -1.52 3.44 -1.43
H -2.14 4.51 -0.17
H -3.07 4.24 -1.64
H -2.49 1.17 -1.78
H -4.06 1.92 -2.07
H -3.92 0.65 -0.86
H -4.34 3.87 1.03
H -5.05 2.27 0.75
H -5.07 3.49 -0.51
C 0.23 1.39 -6.55
N 0.58 1.51 -5.16
C 0.93 0.57 -4.28
N 1.11 1.13 -3.09
C 0.87 2.45 -3.32
N 0.54 2.69 -4.55
C -0.68 0.22 -6.84
C -0.64 -0.40 -8.09
C -1.50 -1.45 -8.40
C -2.42 -1.89 -7.46
C -2.46 -1.28 -6.20
C -1.59 -0.23 -5.89
C -3.44 -1.71 -5.24
N -4.62 -2.22 -5.48
N -5.23 -2.41 -4.34
C -4.43 -2.04 -3.38
O -3.27 -1.57 -3.90
C -4.60 -2.11 -1.95
C -5.76 -1.73 -1.29
C -5.80 -1.76 0.09
C -4.68 -2.15 0.82
C -3.52 -2.56 0.17
C -2.28 -2.98 0.92
N -1.11 -2.45 0.26
C -1.01 -1.30 -0.39
N 0.22 -1.17 -0.88
C 0.85 -2.30 -0.47
N 0.06 -3.09 0.21
C -3.50 -2.56 -1.21
H 1.14 1.32 -7.16
H -0.27 2.32 -6.82
H 1.05 -0.47 -4.52
H 0.95 3.23 -2.57
H 0.05 -0.05 -8.84
H -1.45 -1.92 -9.37
H -3.10 -2.69 -7.68
H -1.66 0.24 -4.92
H -6.62 -1.40 -1.86
H -6.69 -1.46 0.61
H -4.72 -2.15 1.90
H -2.18 -4.07 0.95
H -2.31 -2.62 1.95
H -1.83 -0.61 -0.52
H 1.87 -2.54 -0.70
H -2.63 -2.91 -1.75

***

The following is a quantum chemistry calculation of C44H59ClKN4OP2 as an isolated structure, from the Open Molecules 2025 dataset.

Output
- energy above the lowest of the compared OMol25 structures with the same formula, charge and spin (kcal/mol) = 10.3
- net charge = -1
- calculated total energy (Eh) = -3749.1530
- multiplicity = 1
- gap between HOMO and LUMO (eV) = 5.3

Element x y z (Å)
K 0.36 0.37 0.07
C -0.34 -3.97 -0.37
C 1.18 -4.01 -0.57
C 1.56 -5.27 -1.34
P 1.70 -2.37 -1.28
C 3.57 -2.36 -1.25
C 4.00 -0.96 -1.70
C 4.50 -3.41 -1.88
C 1.15 -2.41 -3.02
C 1.94 -2.88 -4.07
C 1.55 -2.79 -5.39
C 0.32 -2.21 -5.68
C -0.49 -1.75 -4.67
C -0.13 -1.85 -3.30
N -0.96 -1.37 -2.31
C -2.26 -1.73 -2.32
C -2.72 -2.92 -2.99
C -4.03 -3.34 -2.97
C -5.01 -2.61 -2.28
C -4.60 -1.47 -1.61
C -3.28 -1.01 -1.61
P -2.79 0.42 -0.62
C -3.55 0.16 1.08
C -5.00 0.54 1.35
C -3.27 -1.28 1.54
C -3.71 1.90 -1.31
C -5.11 1.69 -1.88
C -2.80 2.51 -2.39
H -0.67 -4.84 0.20
H -0.86 -3.98 -1.33
H -0.65 -3.07 0.16
H 1.64 -4.01 0.42
H 1.27 -5.18 -2.39
H 1.03 -6.13 -0.92
H 2.62 -5.50 -1.29
H 3.71 -2.39 -0.17
H 3.77 -0.81 -2.76
H 5.08 -0.83 -1.56
H 3.47 -0.21 -1.12
H 4.64 -3.22 -2.95
H 4.15 -4.44 -1.76
H 5.48 -3.33 -1.41
H 2.89 -3.34 -3.84
H 2.20 -3.17 -6.18
H 0.00 -2.10 -6.72
H -1.45 -1.30 -4.90
H -1.99 -3.52 -3.52
H -4.30 -4.26 -3.48
H -6.04 -2.93 -2.25
H -5.35 -0.91 -1.06
H -2.92 0.82 1.69
H -5.70 -0.11 0.82
H -5.22 1.57 1.07
H -5.21 0.44 2.42
H -3.88 -1.98 0.98
H -3.50 -1.39 2.60
H -2.22 -1.55 1.38
H -3.75 2.59 -0.47
H -5.08 0.98 -2.71
H -5.50 2.64 -2.25
H -5.81 1.30 -1.14
H -2.64 1.79 -3.20
H -1.83 2.77 -1.98
H -3.26 3.41 -2.82
O 0.33 -1.30 2.12
C -0.02 -1.14 3.46
C 0.30 0.23 4.04
C 0.64 0.35 5.38
C 0.95 1.60 5.89
C 0.91 2.69 5.04
C 0.55 2.48 3.72
N 0.24 1.28 3.22
H 1.27 -0.97 1.98
H 0.44 -1.91 4.09
H -1.11 -1.28 3.53
H 0.69 -0.53 6.01
H 1.23 1.72 6.93
H 1.16 3.69 5.38
H 0.52 3.31 3.02
Cl -2.98 4.69 4.74
C -2.24 4.63 3.17
C -1.63 5.75 2.64
C -1.05 5.64 1.39
C -1.11 4.42 0.73
N -1.68 3.34 1.25
C -2.25 3.44 2.45
H -1.60 6.67 3.20
H -0.55 6.49 0.94
H -0.66 4.30 -0.25
H -2.70 2.55 2.86
C 3.88 2.35 -1.12
N 2.53 2.12 -0.65
C 1.59 2.89 -1.44
C 2.41 2.42 0.78
C 3.23 1.50 1.66
C 4.32 2.03 2.34
C 5.09 1.23 3.17
C 4.77 -0.11 3.30
C 3.68 -0.64 2.59
C 2.86 0.13 1.74
H 3.96 2.05 -2.17
H 4.58 1.75 -0.54
H 4.17 3.41 -1.04
H 1.74 3.98 -1.34
H 0.57 2.66 -1.13
H 1.69 2.63 -2.49
H 1.36 2.32 1.05
H 2.68 3.48 0.96
H 4.57 3.08 2.22
H 5.94 1.64 3.71
H 5.36 -0.75 3.95
H 3.47 -1.70 2.72